No. 1
A structure of composition C46H54CsN10O3PS at a distorted geometry, computed with ωB97M-V/def2-TZVPD.

Gap between HOMO and LUMO (eV): 6.6
Energy above the lowest of the compared OMol25 structures with the same formula, charge and spin (kJ/mol): 33.2
E_LUMO (Eh): -0.01941
Calculated total energy (Ha): -3318.095309
Largest force on an atom (eV/A): 1.73
HOMO energy (Eh): -0.26261

Positions of all 116 atoms, in Å:
Cs1 -0.113 -0.363 0.146
N1 1.715 1.808 -0.342
C1 2.875 1.451 0.507
C2 3.315 -0.003 0.313
N2 2.489 -1.016 0.983
C3 2.721 -1.011 2.425
C4 1.579 -1.586 3.248
N3 0.358 -0.812 3.007
C5 2.656 -2.358 0.397
C6 1.360 -3.153 0.187
N4 0.721 -2.829 -1.100
H1 1.923 1.578 -1.310
H2 1.558 2.807 -0.295
H3 2.599 1.644 1.549
H4 3.753 2.064 0.291
H5 4.368 -0.082 0.635
H6 3.289 -0.205 -0.756
H7 2.852 0.028 2.738
H8 3.656 -1.540 2.671
H9 1.903 -1.597 4.296
H10 1.399 -2.627 2.972
H11 0.449 0.130 3.389
H12 -0.446 -1.247 3.442
H13 3.333 -2.954 1.023
H14 3.141 -2.256 -0.579
H15 0.631 -2.921 0.968
H16 1.594 -4.215 0.288
H17 -0.199 -3.264 -1.125
H18 1.259 -3.196 -1.874
O1 -7.506 1.121 1.669
C7 -7.011 2.157 2.388
O2 -7.761 2.948 2.879
C8 -5.520 2.225 2.545
C9 -5.000 2.872 3.658
C10 -3.629 2.941 3.848
C11 -2.761 2.362 2.925
C12 -3.284 1.714 1.816
C13 -4.652 1.661 1.620
N5 -1.343 2.433 3.089
C14 -0.882 3.541 3.453
C15 0.569 3.812 3.723
C16 0.898 5.060 4.218
C17 2.221 5.342 4.529
C18 3.164 4.356 4.332
C19 2.742 3.134 3.817
N6 1.477 2.857 3.508
H19 -6.799 0.504 1.444
H20 -5.685 3.314 4.373
H21 -3.225 3.415 4.736
H22 -2.609 1.222 1.137
H23 -5.036 1.154 0.741
H24 -1.543 4.406 3.585
H25 0.120 5.803 4.365
H26 2.501 6.311 4.924
H27 4.209 4.518 4.564
H28 3.465 2.340 3.652
N7 -9.447 -4.307 3.856
C20 -8.404 -4.036 3.452
C21 -7.086 -3.687 2.950
C22 -6.888 -2.495 2.258
C23 -5.627 -2.169 1.789
C24 -4.526 -3.017 1.991
C25 -4.750 -4.214 2.684
C26 -6.009 -4.545 3.156
C27 -3.225 -2.661 1.496
C28 -2.148 -2.303 1.001
H29 -7.730 -1.832 2.097
H30 -5.460 -1.249 1.244
H31 -3.914 -4.880 2.847
H32 -6.166 -5.473 3.692
O3 2.498 -0.267 -2.843
S1 2.862 0.465 -4.105
C29 3.484 -0.754 -5.250
C30 3.842 -2.003 -4.767
C31 4.325 -2.951 -5.659
C32 4.441 -2.643 -7.012
C33 4.065 -1.389 -7.482
C34 3.574 -0.437 -6.597
C35 4.388 1.322 -3.782
C36 5.290 0.781 -2.877
C37 6.464 1.468 -2.612
C38 6.725 2.679 -3.251
C39 5.809 3.212 -4.147
C40 4.623 2.535 -4.410
H33 3.721 -2.224 -3.711
H34 4.608 -3.933 -5.300
H35 4.816 -3.387 -7.705
H36 4.143 -1.156 -8.537
H37 3.268 0.543 -6.953
H38 5.067 -0.161 -2.384
H39 7.180 1.058 -1.910
H40 7.645 3.210 -3.042
H41 6.010 4.158 -4.634
H42 3.890 2.947 -5.097
C41 -4.474 -1.548 -4.795
N8 -3.856 -2.468 -3.839
C42 -4.705 -2.531 -2.641
N9 -4.982 -1.221 -2.047
C43 -5.566 -0.353 -3.064
N10 -4.744 -0.207 -4.266
C44 -3.492 0.503 -3.963
P1 -2.391 -0.348 -2.720
C45 -2.490 -2.037 -3.505
C46 -3.753 -0.652 -1.467
H43 -5.425 -1.980 -5.108
H44 -3.830 -1.461 -5.672
H45 -4.227 -3.163 -1.892
H46 -5.655 -2.983 -2.927
H47 -5.739 0.636 -2.633
H48 -6.529 -0.771 -3.361
H49 -3.727 1.500 -3.590
H50 -2.931 0.639 -4.889
H51 -2.042 -2.759 -2.819
H52 -1.882 -2.037 -4.411
H53 -3.988 0.307 -0.999
H54 -3.372 -1.310 -0.692

No. 2
The ion C17H26ClN2O2 with charge +1 at a distorted geometry, computed with ωB97M-V/def2-TZVPD.

Gap between HOMO and LUMO (eV): 8.5
Energy above the lowest of the compared OMol25 structures with the same formula, charge and spin (kJ/mol): 281.8
Total charge: +1
E_LUMO (Eh): -0.10149
Calculated total energy (Ha): -1383.219968
Largest force on an atom (eV/A): 6.02
HOMO energy (Eh): -0.41438

Positions of all 48 atoms, in Å:
O1 -0.060 0.084 -3.109
Cl1 1.762 3.978 5.755
O2 -2.620 1.100 3.086
C1 0.775 -0.558 -2.493
C2 0.097 3.496 3.653
C3 -0.208 2.084 5.617
C4 -0.959 2.803 3.002
C5 -1.324 1.504 5.004
C6 0.488 3.075 4.939
C7 -1.605 1.750 3.720
N1 1.998 -0.666 -3.144
C8 0.628 -1.746 -5.694
C9 -2.652 0.893 1.606
C10 2.367 -0.412 -4.527
C11 2.098 -1.468 -5.667
C12 1.455 -1.258 -0.151
C13 0.939 -1.561 1.273
C14 0.326 -1.294 -1.170
C15 -2.618 -0.596 1.340
C16 -0.220 -0.555 1.517
C17 -0.962 -0.491 -0.723
N2 -1.332 -0.962 0.693
H1 0.794 4.227 3.205
H2 -0.003 1.996 6.625
H3 -1.214 3.211 2.085
H4 -2.077 0.895 5.466
H5 2.712 -1.021 -2.503
H6 0.382 -2.404 -4.836
H7 0.022 -0.886 -5.770
H8 0.361 -2.355 -6.624
H9 -3.730 1.170 1.427
H10 -1.889 1.485 0.977
H11 1.857 0.505 -4.793
H12 3.359 -0.092 -4.597
H13 2.543 -1.076 -6.624
H14 2.493 -2.402 -5.389
H15 2.248 -2.047 -0.466
H16 1.798 -0.244 -0.115
H17 1.624 -1.381 1.945
H18 0.648 -2.639 1.302
H19 0.039 -2.291 -1.305
H20 -3.495 -0.919 0.804
H21 -2.761 -1.056 2.344
H22 -0.175 -0.457 2.632
H23 0.013 0.468 1.225
H24 -0.751 0.627 -0.775
H25 -1.812 -0.574 -1.449
H26 -1.355 -1.939 0.682

No. 3
The molecule C2H7N3O at a distorted geometry, computed with ωB97M-V/def2-TZVPD.

Gap between HOMO and LUMO (eV): 10.1
Energy above the lowest of the compared OMol25 structures with the same formula, charge and spin (kJ/mol): 475.3
E_LUMO (Eh): 0.03850
Calculated total energy (Ha): -319.768739
Largest force on an atom (eV/A): 3.81
HOMO energy (Eh): -0.33152

Positions of all 13 atoms, in Å:
C1 -1.752 -0.505 -0.021
N1 0.499 0.578 -0.011
N2 -0.785 0.550 0.557
C2 2.498 -0.448 -0.198
O1 -2.496 0.364 -0.771
N3 1.374 -0.377 0.381
H1 -1.891 1.226 -0.222
H2 0.751 1.388 -0.572
H3 -0.700 0.438 1.568
H4 -2.285 -0.966 0.825
H5 -1.196 -1.229 -0.636
H6 2.822 0.230 -0.990
H7 3.161 -1.249 0.091

No. 4
The molecule FH3P2S2 at a distorted geometry, computed with ωB97M-V/def2-TZVPD.

Gap between HOMO and LUMO (eV): 9.4
Energy above the lowest of the compared OMol25 structures with the same formula, charge and spin (kJ/mol): 81.0
E_LUMO (Eh): -0.01172
Calculated total energy (Ha): -1580.754681
Largest force on an atom (eV/A): 3.87
HOMO energy (Eh): -0.35720

Positions of all 8 atoms, in Å:
F1 0.929 -0.318 -1.911
P1 -1.038 -1.571 -0.150
P2 0.547 -0.075 0.012
S1 2.157 -0.358 1.035
S2 -0.186 1.903 0.002
H1 -1.937 -0.623 -0.653
H2 -1.426 -1.344 1.178
H3 0.954 2.386 0.488

No. 5
A structure of composition C15H9Cl5CrNO5S at a distorted geometry, computed with ωB97M-V/def2-TZVPD.

Gap between HOMO and LUMO (spin up / spin down) (eV): 7.4 / 5.1
Energy above the lowest of the compared OMol25 structures with the same formula, charge and spin (kJ/mol): 90.7
E_LUMO (spin up / spin down) (Eh): -0.00031 / -0.05317
Calculated total energy (Ha): -4751.549438
Spin multiplicity: 4
Largest force on an atom (eV/A): 3.12
HOMO energy (spin up / spin down) (Eh): -0.27215 / -0.24225

Positions of all 37 atoms, in Å:
Cr1 1.127 -0.289 0.987
O1 -1.177 -3.583 1.773
C1 -0.531 -2.582 1.241
O2 0.418 -2.001 1.815
C2 -0.972 -2.232 -0.146
O3 -0.503 -0.892 -0.478
C3 0.145 -0.708 -1.745
C4 1.645 -1.191 -1.641
O4 2.167 -1.536 -2.712
O5 2.063 -1.328 -0.384
H1 -0.830 -3.770 2.664
H2 -2.075 -2.307 -0.278
H3 -0.485 -2.820 -0.909
H4 -0.949 1.063 -1.621
H5 -0.322 -1.331 -2.546
S1 2.267 0.214 3.032
C5 0.504 0.399 3.354
C6 -0.086 0.423 4.599
C7 -1.475 0.489 4.767
C8 -2.258 0.679 3.606
C9 -1.617 0.625 2.373
N1 -0.271 0.596 2.251
H6 0.508 0.390 5.518
H7 -1.999 0.466 5.726
H8 -3.322 0.840 3.688
H9 -2.195 0.705 1.423
Cl1 -1.809 0.278 -4.102
C10 -0.364 0.982 -3.592
C11 -0.030 0.772 -2.133
C12 1.185 1.588 -1.774
Cl2 1.524 1.786 -0.078
C13 1.972 2.277 -2.649
Cl3 3.558 2.852 -2.282
C14 1.513 2.428 -4.004
Cl4 2.271 3.522 -5.055
C15 0.402 1.630 -4.500
Cl5 0.001 1.564 -6.187